A 15-piece molecular cluster, C84H201N3O39 overall at a distorted geometry. Source: the OMol25 dataset; level of theory: ωB97M-V/def2-TZVPD.

## Properties
Calculated total energy: -6418.63835 Eh
E_LUMO: 0.280 eV

Geometry as XYZ:
```
327
Properties=species:S:1:pos:R:3:forces:R:3
C 9.54325 -4.52345 6.20927 -0.59 -0.19 0.04
O 8.41046 -4.92687 5.47468 0.21 0.67 -2.04
C 7.48376 -5.72957 6.10986 -0.96 0.16 0.05
C 6.26543 -6.17161 5.24756 0.23 0.68 -0.93
O 5.48922 -5.05588 4.72925 -0.37 -0.39 0.56
C 4.51313 -5.42419 3.68938 1.17 0.67 0.48
C 3.65276 -4.22618 3.21293 0.44 -1.38 0.81
O 2.55966 -4.03999 4.10824 1.05 -0.91 0.17
C 1.75432 -2.99043 3.77707 -1.28 2.37 0.21
H 9.48176 -3.44797 6.37563 0.03 0.03 0.35
H 10.45374 -4.71249 5.64061 -0.04 -0.20 -0.04
H 9.54970 -5.08747 7.14197 0.40 0.22 0.27
H 7.05514 -5.16962 6.94102 -0.08 -0.10 0.49
H 8.04701 -6.59176 6.46690 -0.56 -0.59 0.31
H 5.67888 -6.84972 5.86741 -0.38 0.20 0.35
H 6.55023 -6.79499 4.39998 0.49 0.03 -0.25
H 3.90293 -6.25574 4.04192 -0.15 -0.05 -0.08
H 5.16484 -5.71513 2.86554 -0.39 -0.35 -0.45
H 3.25062 -4.43722 2.22205 0.23 -0.11 -0.23
H 4.33599 -3.37876 3.15650 -0.27 0.42 0.13
H 1.35047 -2.50786 4.66709 0.11 -0.19 0.44
H 0.85773 -3.16156 3.18130 0.03 -0.87 -0.40
H 2.24362 -2.15235 3.28079 0.54 -0.07 -0.25
C 7.00430 -0.03735 1.98668 -0.41 -0.77 -0.20
O 6.86584 -0.95733 0.87843 -0.50 0.24 0.17
C 5.83529 -1.91003 1.18223 -0.21 -0.31 0.59
C 5.48961 -2.69707 -0.04310 0.67 0.28 -2.21
O 4.73516 -3.88025 0.06258 -0.80 -0.64 1.83
C 4.24308 -4.45061 -1.15144 -0.25 0.40 0.29
C 3.66257 -5.88341 -0.87589 0.51 2.13 1.32
O 2.46763 -5.75225 -0.04095 0.84 -0.82 -1.01
C 1.96049 -7.05343 0.25789 0.43 -0.27 0.66
H 7.21301 -0.64636 2.86625 -0.09 0.19 0.36
H 6.08094 0.52906 2.10787 -0.10 -0.10 0.13
H 7.80275 0.69805 1.88779 0.15 -0.39 -0.69
H 4.89143 -1.43926 1.45720 0.18 0.39 0.80
H 6.20752 -2.60673 1.93333 -0.15 0.10 0.51
H 6.46905 -2.92385 -0.46424 0.11 -0.15 -0.67
H 4.94781 -2.00782 -0.69079 0.13 0.12 -0.48
H 5.11723 -4.36612 -1.79706 -0.21 -0.90 -0.76
H 3.44622 -3.83750 -1.57240 -0.11 0.37 -0.05
H 4.49935 -6.27286 -0.29604 -0.25 -0.99 0.16
H 3.44757 -6.46621 -1.77156 0.10 0.08 -0.08
H 2.67652 -7.62216 0.85115 0.53 -0.03 0.03
H 1.75202 -7.66894 -0.61720 -0.22 0.30 -0.30
H 1.09427 -7.03410 0.91924 -0.24 0.57 -0.42
C -1.35561 7.71334 0.14263 0.17 -0.22 -0.34
O 0.04605 7.89993 -0.06905 -0.26 1.15 -0.42
C 0.34295 9.16856 -0.78471 -0.06 -2.64 0.93
C 0.13735 10.31929 0.13760 -1.11 0.78 -0.69
O -1.28739 10.63791 0.16336 0.84 0.51 1.75
C -1.58428 11.57992 1.26695 0.16 -0.01 -2.16
C -1.64542 10.99399 2.65252 -1.35 -0.32 -0.91
O -2.68912 9.98403 2.66970 1.47 0.65 -0.63
C -2.41089 9.11192 3.70612 0.13 -0.53 1.17
H -1.84004 7.76413 -0.83248 -0.35 -0.14 -0.09
H -1.84763 8.43838 0.79096 0.33 0.17 0.07
H -1.49812 6.72344 0.57609 0.17 -0.11 -0.10
H -0.24380 9.21536 -1.70212 -0.33 0.21 0.07
H 1.37233 8.98301 -1.09137 0.16 0.57 0.19
H 0.65859 11.17859 -0.28430 0.21 0.31 0.18
H 0.52739 10.08751 1.12868 0.00 -0.05 0.03
H -2.50279 12.07899 0.95813 -0.38 -0.48 0.25
H -0.86544 12.39166 1.15539 0.45 0.03 0.57
H -1.98270 11.75821 3.35274 0.45 0.28 0.16
H -0.67133 10.59333 2.93310 -0.06 -0.22 0.21
H -1.41714 8.66409 3.70886 0.31 -0.42 -0.94
H -3.15983 8.32017 3.72420 0.00 0.22 0.22
H -2.31353 9.65016 4.64895 -0.84 0.15 0.50
C 0.99620 -3.17583 0.19370 -1.45 -0.38 -0.83
O 0.60815 -1.81366 -0.04681 -0.35 0.34 0.81
C -0.74842 -1.48427 0.31608 0.07 0.46 -0.60
C -1.25529 -0.22697 -0.38324 0.93 -0.02 -0.68
O -0.50852 0.88925 0.02452 0.31 0.96 0.91
C -1.04250 2.14540 -0.39782 0.25 -0.94 -0.08
C -0.29397 3.37129 0.07817 0.02 -0.60 -0.70
O 0.94486 3.50559 -0.64076 -1.56 -0.09 0.07
C 1.67070 4.54446 -0.07155 0.81 0.17 0.55
H 0.50813 -3.62500 1.05865 0.21 0.32 0.48
H 2.06240 -3.40234 0.19617 -0.02 0.91 0.27
H 0.58806 -3.77393 -0.62103 0.01 -0.21 -0.35
H -0.92651 -1.23163 1.36134 0.69 -0.52 0.56
H -1.45882 -2.26308 0.03880 0.11 -0.45 -0.05
H -2.31336 -0.08186 -0.16521 -0.29 -0.14 0.23
H -1.14371 -0.32644 -1.46294 -0.09 -0.17 -0.40
H -2.08812 2.23917 -0.10460 -0.25 -0.01 0.31
H -1.03881 2.13288 -1.48774 0.05 0.30 -0.37
H -0.16686 3.46274 1.15687 0.41 -0.63 0.28
H -0.99964 4.17846 -0.11830 0.12 0.59 -0.54
H 2.57833 4.74597 -0.64050 0.00 -0.21 -0.16
H 1.94678 4.20697 0.92744 0.36 0.31 0.35
H 1.13767 5.49058 0.02237 -0.38 0.09 -0.15
C -3.62524 4.95330 4.86179 -0.94 0.11 -0.17
O -4.01210 4.67008 3.53631 0.14 0.19 -0.69
C -3.46188 5.48908 2.52681 -0.49 -0.28 -0.59
C -3.97214 5.03497 1.13780 1.28 -0.74 1.11
O -5.35839 4.89857 1.19618 -1.32 0.26 -1.35
C -6.04265 4.79387 -0.08993 1.57 -0.99 0.33
C -5.88465 3.44366 -0.80096 0.45 -0.70 0.74
O -4.55827 3.14247 -1.27770 0.39 0.40 -0.14
C -4.43616 1.82621 -1.83052 -1.70 0.16 0.39
H -3.88465 5.98841 5.08395 0.21 0.24 0.25
H -2.58538 4.74080 5.11002 0.19 -0.05 -0.27
H -4.28549 4.31835 5.45256 0.26 0.01 0.25
H -2.37735 5.50444 2.63478 0.36 -0.27 -0.47
H -3.74184 6.54134 2.47717 -0.55 0.36 1.21
H -3.51768 4.07744 0.88343 0.11 -0.09 -0.28
H -3.61845 5.81312 0.46142 -0.20 0.00 -0.51
H -5.67692 5.51861 -0.81732 -0.18 0.70 0.31
H -7.10734 4.85649 0.13506 0.12 0.43 -0.08
H -6.62571 3.40415 -1.59932 0.03 0.05 -0.40
H -6.17638 2.68951 -0.07003 0.01 -0.39 0.09
H -4.80223 1.12132 -1.08405 0.09 -0.32 0.13
H -3.46214 1.47708 -2.17328 0.31 0.91 0.31
H -5.12490 1.75092 -2.67199 -0.05 -0.10 -0.30
C -3.75972 3.74964 -9.49271 -0.09 1.03 -0.92
O -3.13569 4.98197 -9.05891 -0.55 -1.20 0.60
C -1.98152 4.77833 -8.22051 -0.91 1.25 -0.36
C -2.16464 4.07950 -6.88795 -0.41 -1.58 -0.24
O -3.06601 4.70073 -5.93387 0.92 -0.74 0.08
C -3.01003 4.11933 -4.61092 1.49 0.92 0.18
C -1.93787 4.84400 -3.69103 -1.16 -0.39 -1.17
O -0.69407 5.09336 -4.30382 0.99 -1.04 0.43
C 0.11087 5.77926 -3.33603 -0.31 1.03 -0.47
H -4.43507 4.01166 -10.30717 -0.29 0.49 0.22
H -4.36852 3.21679 -8.76228 0.38 0.10 0.42
H -3.10040 3.07925 -10.04404 0.70 -0.22 0.60
H -1.58532 5.76466 -7.97909 -0.25 0.33 -0.25
H -1.26773 4.34493 -8.92107 0.53 -0.77 0.74
H -1.15705 3.84239 -6.54643 0.18 0.73 0.72
H -2.52527 3.06892 -7.07975 -0.53 -0.26 -0.07
H -2.82266 3.04884 -4.52691 0.36 -0.31 -0.97
H -3.98538 4.19291 -4.12991 -0.08 0.61 -0.12
H -1.74490 4.19603 -2.83604 -0.44 0.19 0.47
H -2.34989 5.82399 -3.45029 -0.24 0.04 0.61
H 0.13394 5.44633 -2.29838 -0.67 -0.78 -0.03
H -0.35191 6.76613 -3.34152 0.55 0.56 0.41
H 1.17139 5.83215 -3.58224 -0.20 -0.06 -0.76
C 7.99878 2.84228 4.43876 -0.74 -0.05 -0.78
O 6.92532 3.71530 4.27119 -2.41 1.20 -0.46
C 5.86119 3.23930 3.35472 1.70 -0.55 0.56
C 4.54256 4.00817 3.25612 1.42 -0.71 0.73
O 3.75200 3.80864 4.41842 0.40 0.22 0.15
C 2.49452 4.41901 4.27381 0.25 1.31 2.00
C 2.59345 5.97448 4.60835 -0.20 -1.21 -2.26
O 3.08430 6.64616 3.42353 -0.67 -0.25 0.81
C 2.03818 6.78890 2.45567 0.98 1.23 -0.24
H 7.64590 1.87724 4.80247 0.14 -0.24 0.39
H 8.68397 3.33320 5.12985 0.10 -0.29 -0.15
H 8.42028 2.66502 3.44931 0.73 -0.10 -0.03
H 5.74999 2.18415 3.60450 -0.72 -0.15 0.29
H 6.28543 3.18948 2.35191 0.09 0.36 -0.34
H 4.02514 3.55444 2.41084 -0.06 0.12 -0.32
H 4.76163 5.05308 3.03641 -0.21 0.09 0.17
H 1.85721 4.12779 5.10876 -0.01 -0.91 -0.07
H 2.11325 4.02847 3.33030 -0.69 0.85 -0.22
H 3.22256 6.07862 5.49237 0.66 0.04 -0.50
H 1.64876 6.41786 4.92311 -0.47 -0.16 -0.26
H 1.28015 6.00908 2.38242 0.17 -0.15 0.43
H 2.52095 6.89605 1.48430 0.10 -0.35 -0.08
H 1.58676 7.77150 2.59284 -0.57 -0.04 0.26
C 6.31752 5.46608 -3.31274 -1.15 1.20 -0.52
O 5.54544 4.26343 -3.51531 1.10 1.02 -0.40
C 5.21828 4.17577 -4.91666 -1.24 -2.95 0.18
C 4.02280 5.04785 -5.39492 2.18 0.47 -0.75
O 3.38140 4.63328 -6.64210 0.63 -0.23 2.12
C 2.08927 5.22342 -6.76468 0.46 0.06 -1.36
C 1.78909 5.38534 -8.28589 0.39 0.42 0.19
O 2.45894 6.45072 -8.94551 1.88 0.62 0.22
C 3.92204 6.39268 -8.97057 -0.59 0.29 0.53
H 6.60121 5.82407 -2.32306 -0.30 -1.35 0.61
H 5.61799 6.24879 -3.60622 0.34 0.58 -0.35
H 7.22897 5.56065 -3.90300 -0.05 -0.50 -0.37
H 4.92097 3.13050 -5.00099 -0.44 -0.18 0.06
H 6.08583 4.13227 -5.57512 0.31 1.05 0.08
H 4.59574 5.94327 -5.63588 -0.79 0.93 -0.06
H 3.40984 5.23459 -4.51316 -0.61 -0.24 -0.33
H 2.09585 6.21054 -6.30246 -0.12 0.23 -0.04
H 1.35631 4.60421 -6.24753 -0.28 -0.05 -0.12
H 0.74543 5.66360 -8.43230 -0.10 -0.34 0.17
H 2.04029 4.51361 -8.89013 -0.26 -0.68 0.52
H 4.34925 5.51510 -9.45580 -0.44 -0.29 -0.16
H 4.36173 6.43596 -7.97413 -0.29 -0.16 0.22
H 4.33126 7.27429 -9.46394 -0.62 0.06 -0.33
C -2.16680 0.96861 3.77199 -0.19 0.42 1.08
O -1.32729 1.97234 4.44019 -1.26 -1.62 -1.50
C -0.03489 1.52429 4.81693 -0.08 1.30 1.62
C 0.00510 0.87236 6.23550 -0.15 -1.45 -1.21
O 0.72616 -0.42018 6.09250 -1.31 2.63 -0.14
C 0.65399 -1.20807 7.22037 0.95 -1.30 1.01
C -0.59669 -2.09026 7.32241 -0.11 1.28 0.91
O -1.79769 -1.33230 7.67989 0.44 -1.10 -2.27
C -1.94295 -0.89283 8.98067 -0.07 0.17 0.26
H -3.14935 1.38111 3.54277 0.26 0.69 -0.01
H -2.42793 0.16313 4.45837 0.45 -0.30 0.17
H -1.78222 0.54864 2.84257 0.62 0.22 0.05
H 0.42696 2.50748 4.90720 0.73 -0.28 -0.11
H 0.50666 0.92010 4.08908 -0.25 -0.16 -0.11
H -1.01179 0.70044 6.58833 -0.20 -0.32 -0.33
H 0.42380 1.48462 7.03420 0.75 0.09 -0.26
H 0.89143 -0.73260 8.17202 -0.50 0.92 0.14
H 1.57859 -1.77771 7.12700 -0.24 -1.06 -0.01
H -0.51809 -2.84755 8.10243 0.49 -0.31 -0.15
H -0.67829 -2.53649 6.33129 -0.82 -0.07 0.15
H -2.96326 -0.51539 9.04845 0.12 0.36 0.01
H -1.20954 -0.11207 9.18222 -0.05 0.18 0.48
H -1.89684 -1.68225 9.73086 0.41 -0.31 0.09
C -4.71635 -0.44460 -4.98858 0.92 1.06 0.10
O -4.36610 -0.57706 -6.38321 0.40 0.44 2.65
C -5.41483 -1.09277 -7.10164 0.43 -2.00 -1.08
C -5.36855 -2.68413 -7.00279 -0.52 1.61 -1.10
O -4.10100 -3.13685 -7.45605 -0.97 0.25 0.76
C -3.88168 -4.48683 -7.16853 2.07 -0.30 -0.65
C -2.47992 -4.80504 -7.74515 -0.10 -0.09 -1.43
O -2.42777 -4.47467 -9.19129 -1.43 0.31 1.99
C -1.21238 -4.74500 -9.79157 0.47 -1.14 -0.01
H -3.84795 -0.58213 -4.34433 0.27 -0.42 -0.31
H -5.51593 -1.05813 -4.57342 -0.09 -0.40 -0.61
H -4.98018 0.59456 -4.79200 -0.37 0.21 -0.19
H -5.18281 -0.78464 -8.12111 -0.43 -0.26 -0.25
H -6.36116 -0.65843 -6.77927 -0.33 -0.27 -0.09
H -6.11280 -3.10756 -7.67725 -0.40 0.00 -0.01
H -5.64895 -2.97367 -5.99005 0.46 -0.26 0.31
H -4.57214 -5.23353 -7.56071 -0.58 0.43 -0.56
H -3.86461 -4.67845 -6.09564 0.16 0.12 0.39
H -2.26169 -5.86762 -7.63840 -0.19 -0.34 -0.04
H -1.66967 -4.32252 -7.19853 -0.08 0.60 -0.07
H -1.29484 -4.78096 -10.87786 -0.34 0.60 -0.01
H -0.95383 -5.77819 -9.55969 0.62 -0.22 0.28
H -0.41703 -4.06455 -9.48742 0.13 0.07 0.04
C -6.85655 -3.57653 -1.47648 0.85 -0.34 0.61
O -5.95514 -3.91216 -0.39926 -0.38 0.17 -0.38
C -5.43188 -5.23565 -0.35529 -0.97 0.80 -0.17
C -4.71705 -5.64310 -1.59022 1.96 0.87 -0.07
O -3.54157 -4.78866 -1.74088 -0.61 0.80 1.22
C -2.56454 -5.21899 -2.64869 -0.92 -0.91 -0.20
C -1.83010 -6.43160 -2.20521 0.70 -1.62 0.63
O -0.95238 -6.30741 -1.07219 0.13 0.64 -0.23
C -1.61255 -6.33118 0.18703 -1.05 0.06 0.07
H -7.45059 -2.73903 -1.11068 -0.12 -0.20 -0.07
H -7.47272 -4.42121 -1.78461 -0.30 -0.09 0.29
H -6.32695 -3.25721 -2.37406 0.31 0.11 -0.02
H -6.24415 -5.95703 -0.26631 -0.37 -0.15 0.27
H -4.82176 -5.29333 0.54611 0.12 0.05 -0.15
H -5.36482 -5.51598 -2.45760 0.04 -0.29 -0.24
H -4.43037 -6.68002 -1.41502 0.05 -0.19 -0.46
H -1.74056 -4.56006 -2.92251 -0.75 1.20 0.49
H -3.17772 -5.42624 -3.52570 0.70 -0.43 -0.88
H -1.19510 -6.70423 -3.04815 0.21 -0.20 0.02
H -2.47604 -7.28615 -2.00369 -0.27 -0.13 -0.11
H -1.91288 -7.33265 0.49519 0.03 -0.38 -0.30
H -2.51424 -5.72116 0.13278 -0.01 0.09 0.11
H -1.04180 -5.97050 1.04275 0.64 0.21 -0.57
C -4.08774 -9.81384 5.30744 -0.17 -0.02 -1.06
O -4.12982 -8.42797 4.97893 -0.38 -0.34 1.45
C -4.24729 -7.71876 6.23441 -1.26 -0.05 -1.18
C -4.76496 -6.30185 5.99019 1.49 0.93 0.77
O -5.82296 -6.18157 5.10646 -0.33 -0.31 -1.95
C -6.25764 -4.85597 4.75615 -0.81 0.11 1.82
C -5.32693 -3.88615 4.06101 1.65 -0.87 -0.06
O -5.87113 -2.62257 3.77921 -0.73 -0.46 -0.72
C -6.13903 -2.46091 2.38815 -0.11 1.25 -0.15
H -5.05515 -10.23656 5.57858 -0.27 0.45 0.67
H -3.34123 -9.98450 6.08314 0.06 -0.34 0.00
H -3.89409 -10.38352 4.39856 0.68 0.19 -0.07
H -3.28294 -7.77873 6.73891 0.15 0.59 0.13
H -4.97037 -8.16924 6.91435 -0.18 -0.68 -0.22
H -3.89037 -5.71404 5.71147 -0.07 0.30 -0.38
H -5.09410 -5.89977 6.94836 0.13 0.05 0.51
H -6.48771 -4.38631 5.71249 -0.32 0.33 0.25
H -7.21680 -4.94585 4.24622 0.19 -0.28 -0.26
H -4.90833 -4.38096 3.18464 -0.04 0.13 -0.46
H -4.46291 -3.71618 4.70342 0.08 0.05 0.18
H -6.75178 -3.22007 1.90203 0.22 -0.38 0.34
H -5.23404 -2.26611 1.81269 0.41 -0.70 0.02
H -6.65803 -1.51489 2.23389 -0.38 0.05 0.51
C -1.69505 -5.26811 4.21785 0.71 -1.28 -0.34
C -0.71971 -6.32906 4.84327 -1.19 0.50 -1.16
C 0.21890 -6.96585 3.78552 -1.55 -1.07 -0.19
O -0.55794 -7.86204 2.90536 0.28 -0.18 0.90
C -1.07693 -9.10896 3.48122 0.61 1.08 -0.53
N -0.06990 -5.61215 5.86693 0.67 0.63 1.08
H -2.09924 -4.64643 5.01674 -0.13 -0.16 -0.12
H -2.45793 -5.80989 3.65875 -0.23 0.31 -0.05
H -1.13514 -4.63800 3.52678 0.01 0.17 -0.09
H -1.37227 -7.07274 5.30066 0.19 -0.38 -0.08
H 1.07682 -7.47672 4.22265 -0.12 -0.42 0.40
H 0.68573 -6.21426 3.14889 -0.35 0.21 -0.22
H -0.28126 -9.84173 3.61557 0.23 0.06 0.09
H -1.77424 -9.51298 2.74730 0.03 0.17 -0.04
H -1.62015 -8.97932 4.41728 0.09 0.25 -0.02
H 0.41179 -4.84443 5.42121 0.62 0.11 0.49
H 0.52170 -6.15717 6.47772 0.34 0.10 -0.24
C 2.80748 -3.38425 -4.79455 -0.07 -1.13 0.43
C 1.56381 -3.45302 -3.95184 -3.07 -0.49 1.01
C 0.26004 -3.12471 -4.73759 0.89 1.69 -0.07
O 0.20677 -1.70052 -4.90329 0.69 0.38 0.01
C -0.94509 -1.18782 -5.54784 -0.54 -2.13 0.46
N 1.32596 -4.84763 -3.48882 1.54 -0.52 -1.17
H 2.64353 -4.07923 -5.61809 0.04 0.37 -0.50
H 3.56274 -3.91106 -4.21131 0.55 0.40 0.07
H 3.14991 -2.39412 -5.09533 -0.24 -0.16 0.05
H 1.60538 -2.88379 -3.02321 0.17 0.94 -0.33
H -0.68481 -3.42262 -4.28305 0.12 -0.33 0.47
H 0.35184 -3.65016 -5.68815 -0.15 0.00 -0.38
H -1.10891 -0.12132 -5.39343 0.56 -0.11 -0.29
H -1.78884 -1.72194 -5.11092 -0.62 0.23 0.42
H -1.01306 -1.58311 -6.56136 0.29 0.81 -0.58
H 0.60357 -5.06558 -2.81745 -0.07 0.75 0.23
H 2.21668 -5.10902 -3.09084 -0.15 -0.63 0.26
C 3.43936 1.14195 1.02879 0.12 -0.82 -0.90
C 4.18688 1.19702 -0.31654 -1.25 0.03 -0.39
C 3.27212 1.04414 -1.56199 0.17 -0.74 1.68
O 4.08725 0.92138 -2.67684 -0.14 -0.27 -1.85
C 3.30504 1.00265 -3.87586 0.62 0.77 -0.28
N 4.94301 2.43581 -0.37165 0.20 -0.14 0.04
H 3.21785 0.09465 1.23422 0.23 -0.12 0.39
H 2.43852 1.57320 1.04955 0.19 0.73 -0.10
H 4.16812 1.56800 1.71834 -0.56 -0.14 0.47
H 4.85138 0.33306 -0.32765 0.38 0.15 -0.11
H 2.55820 1.85692 -1.69542 -0.08 0.29 0.30
H 2.72459 0.11433 -1.40787 -0.54 -0.21 -0.09
H 2.46773 0.31568 -3.99870 0.06 -0.45 0.58
H 3.94223 0.90441 -4.75475 0.33 -0.34 0.24
H 2.89702 2.00790 -3.98116 -0.25 0.28 0.24
H 4.22099 3.14007 -0.42468 0.04 0.59 0.01
H 5.39302 2.45338 -1.27568 0.28 0.23 -0.27
```
Positions in Å, forces in eV/Å.

Atom charges from the Löwdin analysis, given in e for atoms 1 to 99: atom 1 (C): -0.0948, atom 2 (O): -0.1906, atom 3 (C): -0.2229, atom 4 (C): -0.1658, atom 5 (O): -0.1514, atom 6 (C): -0.1309, atom 7 (C): -0.1571, atom 8 (O): -0.1655, atom 9 (C): -0.1435, atom 10 (H): 0.0867, atom 11 (H): 0.0850, atom 12 (H): 0.0823, atom 13 (H): 0.1245, atom 14 (H): 0.1219, atom 15 (H): 0.1148, atom 16 (H): 0.1137, atom 17 (H): 0.1175, atom 18 (H): 0.1181, atom 19 (H): 0.1066, atom 20 (H): 0.1144, atom 21 (H): 0.0702, atom 22 (H): 0.0652, atom 23 (H): 0.0969, atom 24 (C): -0.0767, atom 25 (O): -0.1729, atom 26 (C): -0.2180, atom 27 (C): -0.1962, atom 28 (O): -0.1546, atom 29 (C): -0.1677, atom 30 (C): -0.1421, atom 31 (O): -0.2050, atom 32 (C): -0.0958, atom 33 (H): 0.0901, atom 34 (H): 0.0537, atom 35 (H): 0.0842, atom 36 (H): 0.1082, atom 37 (H): 0.1284, atom 38 (H): 0.1336, atom 39 (H): 0.1259, atom 40 (H): 0.1269, atom 41 (H): 0.0975, atom 42 (H): 0.1202, atom 43 (H): 0.1181, atom 44 (H): 0.0855, atom 45 (H): 0.0902, atom 46 (H): 0.0621, atom 47 (C): -0.0936, atom 48 (O): -0.2217, atom 49 (C): -0.1502, atom 50 (C): -0.1825, atom 51 (O): -0.1544, atom 52 (C): -0.1536, atom 53 (C): -0.1788, atom 54 (O): -0.1686, atom 55 (C): -0.1497, atom 56 (H): 0.0895, atom 57 (H): 0.0738, atom 58 (H): 0.0618, atom 59 (H): 0.1233, atom 60 (H): 0.1268, atom 61 (H): 0.1252, atom 62 (H): 0.1214, atom 63 (H): 0.1269, atom 64 (H): 0.1197, atom 65 (H): 0.1321, atom 66 (H): 0.1147, atom 67 (H): 0.0806, atom 68 (H): 0.0760, atom 69 (H): 0.0873, atom 70 (C): -0.0860, atom 71 (O): -0.1669, atom 72 (C): -0.1732, atom 73 (C): -0.2107, atom 74 (O): -0.1273, atom 75 (C): -0.1730, atom 76 (C): -0.1721, atom 77 (O): -0.1798, atom 78 (C): -0.1398, atom 79 (H): 0.0694, atom 80 (H): 0.0651, atom 81 (H): 0.0701, atom 82 (H): 0.1122, atom 83 (H): 0.1235, atom 84 (H): 0.1182, atom 85 (H): 0.1268, atom 86 (H): 0.1077, atom 87 (H): 0.1223, atom 88 (H): 0.1285, atom 89 (H): 0.1097, atom 90 (H): 0.0959, atom 91 (H): 0.0658, atom 92 (H): 0.0660, atom 93 (C): -0.0985, atom 94 (O): -0.1725, atom 95 (C): -0.2009, atom 96 (C): -0.2097, atom 97 (O): -0.1124, atom 98 (C): -0.1348, atom 99 (C): -0.1933